Entry 1:
This record from the OMol25 dataset describes 7 unconnected molecules or ions with the total composition C6H28N2O6 in a non-equilibrium geometry. The level of theory is wB97M-V/def2-TZVPD.

XYZ file:
```
42
Properties=species:S:1:pos:R:3:forces:R:3
C 0.518342 -1.369462 -0.630364 -3.333 -0.506 2.823
N 0.097098 -0.534871 0.651027 2.976 1.890 -3.224
C -1.705217 1.743327 2.054210 0.686 -2.129 2.279
C -0.202112 1.846792 1.745498 0.889 0.291 0.363
C 0.362868 0.947089 0.593696 -3.816 0.932 -1.407
C 1.821566 1.351590 0.344007 -0.005 1.325 0.935
N 1.966258 2.715431 -0.242040 1.772 -0.436 -1.139
C 1.619830 2.880728 -1.714371 1.859 -0.723 -0.625
H -0.140815 -1.203166 -1.468879 0.431 1.049 -0.302
H 1.565237 -1.316640 -0.699482 1.394 0.503 -0.448
H 0.293439 -2.414182 -0.379520 0.173 0.738 0.068
H 0.468637 -0.980969 1.463830 -0.307 -0.768 1.467
H -1.796966 2.441514 2.886180 -0.793 0.193 -0.308
H -2.364029 1.910912 1.251069 -0.617 1.005 -1.062
H -2.111461 0.744124 2.492297 1.253 1.251 -0.603
H 0.011924 2.981748 1.501899 -0.137 -2.460 0.069
H 0.438796 1.621902 2.663892 -1.003 0.284 -0.889
H -0.167027 1.283866 -0.353888 0.420 -0.536 0.743
H 2.265504 0.565548 -0.185951 1.128 -1.033 -0.977
H 2.128162 1.373039 1.402310 1.030 0.254 -0.560
H 3.037377 2.852924 -0.320671 -2.230 -0.084 0.983
H 0.732936 2.367078 -2.045159 -0.616 -0.090 0.289
H 2.454510 2.419494 -2.349765 -1.013 0.491 0.714
H 1.567314 3.938928 -2.056571 -0.091 -0.657 0.873
H 1.026004 -3.882885 1.442256 -1.064 -0.462 2.909
H 0.986958 -3.975614 0.073823 -0.307 -0.685 -2.091
O 1.617862 -3.775431 0.745935 1.725 0.803 -0.287
H -2.246324 2.163328 -0.990703 -1.244 1.895 -0.298
H -2.934130 3.079674 -1.932153 -1.186 0.607 -5.909
O -2.780633 3.020511 -1.070331 2.414 -2.485 6.073
H -1.958053 -0.004285 -0.245470 -0.868 -0.366 -2.324
H -3.289116 0.122693 -0.743927 -4.148 0.793 0.886
O -2.491824 -0.069298 -1.124484 4.933 -0.507 1.516
H 0.612615 -4.113702 -2.257345 -0.574 -0.203 0.605
H -0.850276 -3.929315 -1.642751 0.332 0.057 -0.126
O 0.093625 -4.108024 -1.428382 0.341 -0.300 -0.837
H 2.346892 -2.114779 2.070738 0.425 -1.531 -0.677
H 2.223037 -0.700086 2.338290 0.429 0.242 0.762
O 2.199838 -1.545461 2.812002 -0.711 1.289 -0.281
H -2.960429 -3.295915 -1.143962 -2.224 -0.119 1.682
H -2.168313 -2.008829 -1.798544 -1.183 -2.664 0.699
O -2.289889 -3.029329 -1.708259 2.861 2.851 -2.362
```
Forces are in eV/Å.

Results
Total charge   +1
LUMO level (alpha / beta)   -2.81 / -8.04 eV
Molecular weight   224.3 g/mol
Spin multiplicity   2

Entry 2:
This record from the OMol25 dataset describes 8 unconnected molecules or ions with the total composition C6H28N2O7 in a non-equilibrium geometry. The level of theory is wB97M-V/def2-TZVPD.

XYZ file:
```
43
Properties=species:S:1:pos:R:3:forces:R:3
C -1.469223 3.160336 1.378091 1.524 1.188 -0.585
N -1.737330 2.176722 0.309368 -0.803 0.619 0.190
C -1.341688 0.863027 0.572543 0.748 -0.216 -0.075
C -1.925173 -0.214542 0.036913 -0.430 -0.339 0.145
C -1.297398 -1.579694 0.128915 1.167 0.809 1.170
C -0.212397 -1.691762 -0.983641 -0.020 -2.948 1.040
C -0.755567 -2.437029 -2.211414 0.053 0.994 -0.652
N 0.984150 -2.358629 -0.408686 0.457 -1.600 -0.007
H -1.552289 4.208711 0.916473 0.081 -1.493 0.849
H -0.378684 3.044782 1.766955 -1.853 0.088 -0.830
H -2.123743 3.078124 2.249962 -0.092 -0.011 -0.093
H -2.694909 2.278019 -0.133736 1.728 -0.281 0.844
H -0.366213 0.747951 1.169644 -1.665 0.336 -0.881
H -2.824554 -0.155731 -0.593910 0.321 0.359 0.289
H -0.858760 -1.736962 1.181974 -0.159 0.354 -1.632
H -2.024037 -2.355742 0.041147 -0.683 -0.622 -0.316
H 0.075954 -0.721408 -1.260577 0.544 1.316 -0.331
H 0.009346 -2.556753 -2.993175 -0.081 0.319 0.237
H -1.611500 -1.879912 -2.650620 0.348 -0.372 0.180
H -1.072258 -3.440127 -1.988020 -0.320 -0.441 0.414
H 1.834678 -2.123015 -0.985175 -1.111 -0.592 0.351
H 0.850002 -3.434273 -0.291234 0.360 2.655 -0.554
O -2.674989 -0.698358 2.950333 0.406 -1.360 3.761
H -2.813600 -0.067728 2.315359 -0.584 2.315 -2.863
H -2.705420 -1.541669 2.542382 -0.129 -1.123 -0.765
O 2.563465 0.999163 -0.101269 -0.538 -0.184 0.419
H 2.223649 0.398961 0.642642 0.629 0.387 -0.074
H 3.409025 1.374377 0.142648 0.182 -0.045 0.294
O 0.816171 2.410572 -1.577548 0.351 0.582 -1.250
H 0.015055 2.443839 -1.082040 -1.158 0.050 0.718
H 1.469882 1.984424 -1.022461 0.533 -0.358 0.659
O 1.898689 -0.715441 1.797726 0.896 -0.419 -1.226
H 1.563037 -1.423073 1.186633 0.007 0.162 0.179
H 1.185203 -0.461440 2.376295 -0.871 0.097 0.625
O -0.129248 0.008103 3.392241 -0.974 -0.259 0.354
H -1.078713 -0.317507 3.301386 1.022 0.351 0.121
H 0.114930 -0.176709 4.305950 0.006 0.057 -0.047
O 2.772659 -0.811422 -2.073291 1.574 -0.677 2.720
H 2.260066 -0.379420 -2.713558 -1.368 1.024 -1.892
H 2.757980 -0.160833 -1.311232 0.217 -0.805 -1.025
O 1.067624 0.623549 -3.565871 -1.737 -1.322 -0.911
H 0.927809 1.335003 -2.933843 -0.073 0.777 0.559
H 0.174023 0.180118 -3.591668 1.497 0.627 -0.105
```
Forces are in eV/Å.

Results
Structure (SMILES)   CN/C=C/C[C@H](C)N.O.O.O.O.O.O.O
LUMO level   0.34 eV
Molecular weight   240.3 g/mol

Entry 3:
This record from the OMol25 dataset describes 7 unconnected molecules or ions with the total composition C6H28NO6. The level of theory is wB97M-V/def2-TZVPD.

XYZ file:
```
41
Properties=species:S:1:pos:R:3:forces:R:3
N 1.194724 -0.517153 1.064971 -0.170 -0.464 0.175
H 0.666044 -1.245951 1.575957 -0.083 0.346 0.132
H 1.733804 0.023425 1.754459 0.258 -0.192 -0.171
H 0.559908 0.136472 0.580841 -0.226 0.021 -0.089
H 1.796214 -1.038155 0.412013 0.329 0.382 0.013
O 3.180116 -1.946826 -0.544496 -0.095 0.028 0.113
H 3.224405 -2.905541 -0.464121 0.001 -0.040 -0.045
H 4.094583 -1.656545 -0.614008 0.029 -0.007 -0.091
O 1.453072 1.799429 2.844350 -0.132 0.016 0.016
H 1.805348 2.693145 2.903193 0.067 0.018 -0.031
H 0.649918 1.821309 3.375045 -0.004 0.013 0.065
O 3.708999 -0.348661 2.678366 -0.063 0.032 -0.145
H 3.956724 0.260436 3.381383 -0.060 0.006 0.063
H 4.417252 -0.271460 2.032010 0.091 -0.062 0.045
O 0.031984 -2.382203 2.888192 -0.046 0.087 -0.032
H -0.899881 -2.498415 3.099935 -0.026 -0.067 0.004
H 0.502961 -2.483601 3.721739 0.032 -0.055 0.017
C -1.076883 2.368724 -2.328507 -0.139 -0.284 0.223
C 0.020136 1.818665 -1.437205 0.249 0.675 0.154
C 1.108730 2.856139 -1.150737 -0.305 -0.210 0.058
O -0.553345 1.354225 -0.192391 0.211 -0.076 -0.157
H -0.674773 2.835607 -3.225343 -0.013 -0.134 -0.094
H -1.650937 3.126140 -1.788348 0.104 0.072 0.024
H -1.775891 1.569246 -2.575602 0.025 0.084 -0.243
H 0.497745 0.940322 -1.873724 -0.159 -0.105 -0.072
H 1.751030 2.480045 -0.352598 0.179 0.095 -0.112
H 0.672334 3.803815 -0.824932 -0.060 -0.037 0.049
H 1.690206 3.064521 -2.047662 0.091 -0.066 0.035
H -0.882980 2.133344 0.269182 -0.084 -0.033 0.085
C -1.411471 -1.992726 -0.985664 0.581 -0.190 0.036
C -2.921408 -1.891639 -1.143156 0.337 -0.318 -0.355
C -3.516558 -0.620369 -0.582405 -0.270 0.317 0.002
O -3.288357 -2.024214 -2.517955 -0.043 -0.122 0.130
H -0.978020 -2.816125 -1.559039 -0.380 -0.110 -0.098
H -1.134041 -2.211701 0.050943 -0.075 0.300 0.046
H -0.882141 -1.098539 -1.332626 -0.202 0.164 0.177
H -3.348234 -2.769618 -0.653873 -0.168 0.069 -0.008
H -3.212212 0.232128 -1.193724 0.119 -0.008 0.044
H -3.236490 -0.406484 0.450716 0.099 -0.156 0.015
H -4.604464 -0.665612 -0.636582 0.014 -0.058 0.023
H -2.668153 -1.525599 -3.058597 -0.018 0.071 0.000
```
Forces are in eV/Å.

Results
Total charge   +1
LUMO level   -2.75 eV
Molecular weight   210.3 g/mol

- Which of these has the lowest molecular weight?
  C6H28NO6